# 1
{
  "formula": "C14H26IrN2O9PSTe",
  "method": "ωB97M-V/def2-TZVPD",
  "e_above_lowest_ev": 2.434,
  "homo_energy_ev": [-7.0, -7.0],
  "total_energy_ev": -66604.3314,
  "orbital_gap_ev": [6.18, 5.99],
  "symbols": ["Ir", "C", "N", "C", "C", "C", "O", "N", "C", "O", "H", "H", "H", "H", "H", "C", "S", "O", "O", "O", "H", "H", "H", "C", "C", "C", "O", "C", "H", "H", "H", "H", "H", "H", "H", "H", "C", "C", "O", "P", "O", "Te", "O", "C", "C", "H", "H", "H", "H", "H", "H", "H", "H", "H", "H"],
  "coordinates": [[-0.34377, -1.30160, 0.02203], [0.20452, 0.33050, 5.36196], [0.27204, -0.62373, 4.26035], [0.65532, -1.91136, 4.46947], [0.79509, -2.80691, 3.46859], [0.50249, -2.31022, 2.16975], [0.57354, -2.92501, 1.06338], [0.10378, -1.03229, 1.98158], [0.02011, -0.11029, 2.97914], [-0.22251, 1.07145, 2.82915], [0.25137, -0.22051, 6.29765], [-0.72759, 0.88634, 5.30786], [1.03024, 1.03815, 5.30635], [0.84621, -2.16704, 5.50281], [1.10559, -3.82507, 3.62860], [-3.71415, -2.37444, -1.91213], [-2.07933, -2.87111, -1.47373], [-1.15386, -1.74806, -1.84985], [-1.81494, -4.11626, -2.10825], [-2.02568, -2.84365, 0.02177], [-3.72324, -2.13100, -2.97266], [-4.00340, -1.51732, -1.31037], [-4.36551, -3.22312, -1.72011], [-3.49859, 1.79737, 0.06287], [-2.69789, 2.19190, -1.17825], [-1.96682, 0.91396, -1.54887], [-1.92183, 0.11417, -0.30498], [-2.54372, 0.86473, 0.77371], [-4.42198, 1.28347, -0.21045], [-3.75360, 2.65096, 0.68896], [-1.99966, 2.99508, -0.94378], [-3.33251, 2.52774, -1.99682], [-0.94932, 1.03576, -1.90421], [-2.51058, 0.31895, -2.27938], [-1.77117, 1.39350, 1.32805], [-3.02558, 0.12963, 1.41796], [0.93649, 2.90136, 0.00773], [1.38405, 2.15611, -1.22704], [1.20891, 0.75589, -0.98396], [1.90451, -0.36818, -1.93228], [1.59634, -1.56762, -1.03943], [1.23536, -0.18453, -4.15446], [3.44795, -0.01387, -1.72201], [4.33437, 0.62309, -2.65146], [5.27988, -0.39416, -3.24507], [1.05295, 3.97707, -0.13408], [1.52263, 2.59638, 0.87338], [-0.10879, 2.69580, 0.23582], [2.44062, 2.34940, -1.43176], [0.81466, 2.43379, -2.11992], [4.86495, 1.38067, -2.07189], [3.74846, 1.11251, -3.43229], [5.85334, -0.89466, -2.46529], [5.97364, 0.09715, -3.92946], [4.71663, -1.14083, -3.80464]],
  "atomic_forces_ev_per_a": [[-0.82, -1.53, 0.08], [0.00, -0.02, 0.00], [0.01, 0.05, 0.03], [0.00, -0.02, -0.04], [-0.01, 0.04, 0.05], [0.31, 0.05, -0.25], [-0.08, 0.17, -0.25], [0.11, -0.19, 0.15], [0.22, 0.07, -0.01], [-0.11, 0.00, 0.02], [0.01, 0.01, 0.01], [0.00, 0.00, 0.00], [-0.01, 0.01, 0.00], [0.01, -0.03, -0.01], [0.00, -0.01, 0.00], [0.06, 0.07, -0.13], [0.03, 0.03, 0.44], [0.35, -0.49, -0.43], [-0.08, -0.04, 0.05], [-0.26, 0.25, 0.19], [0.01, -0.03, -0.02], [0.04, 0.03, 0.01], [-0.01, 0.00, 0.03], [0.00, 0.06, 0.06], [-0.03, 0.03, -0.06], [-0.08, -0.19, 0.01], [0.43, 0.55, -0.49], [0.06, -0.16, 0.05], [0.02, -0.03, -0.01], [-0.03, 0.00, -0.01], [0.03, -0.02, 0.03], [0.01, 0.02, 0.01], [0.00, 0.05, -0.01], [0.00, 0.01, 0.03], [-0.02, 0.00, 0.01], [0.02, 0.02, 0.03], [0.01, 0.06, 0.01], [0.07, -0.14, -0.04], [-0.19, 0.81, -0.04], [0.27, 0.49, 0.47], [-0.36, 0.37, 0.06], [-0.08, -0.05, -0.06], [0.10, -0.28, 0.16], [-0.05, -0.08, -0.06], [0.01, 0.02, -0.04], [0.00, 0.00, -0.02], [0.01, -0.01, 0.01], [-0.02, -0.03, 0.00], [-0.02, 0.03, 0.00], [0.01, 0.05, 0.02], [0.02, 0.00, -0.04], [0.04, 0.00, 0.00], [-0.01, 0.00, 0.02], [0.01, 0.01, 0.00], [0.00, 0.00, 0.00]]
}



# 2
{
  "formula": "C14H26N4OS",
  "method": "ωB97M-V/def2-TZVPD",
  "e_above_lowest_ev": 0.047,
  "homo_energy_ev": -8.2,
  "total_energy_ev": -33784.3482,
  "orbital_gap_ev": 8.78,
  "symbols": ["C", "C", "C", "C", "C", "C", "C", "C", "C", "C", "S", "C", "N", "N", "C", "N", "C", "C", "O", "N", "H", "H", "H", "H", "H", "H", "H", "H", "H", "H", "H", "H", "H", "H", "H", "H", "H", "H", "H", "H", "H", "H", "H", "H", "H", "H"],
  "coordinates": [[-5.80329, -2.75697, -0.40659], [-6.22953, -1.41244, -0.98467], [-5.83182, -0.22564, -0.10634], [-4.32213, -0.00647, -0.03104], [-3.97718, 1.25379, 0.76035], [-2.47448, 1.43957, 0.97392], [-1.71890, 1.73409, -0.32065], [-0.25828, 2.12603, -0.08995], [0.58863, 1.06466, 0.61521], [0.66224, -0.23359, -0.17068], [1.73206, -1.46791, 0.64830], [3.28443, -0.82942, 0.24302], [3.47701, 0.24447, -0.49727], [4.82179, 0.34849, -0.55848], [5.36551, -0.66174, 0.14405], [6.71397, -0.87487, 0.29999], [7.69080, -0.08108, -0.24172], [9.08469, -0.54750, 0.08558], [7.43092, 0.89206, -0.91264], [4.42910, -1.42410, 0.66468], [-4.72050, -2.83883, -0.36344], [-6.19889, -2.88058, 0.59935], [-6.17900, -3.56961, -1.02447], [-5.79032, -1.28881, -1.97740], [-7.31599, -1.40890, -1.10254], [-6.22655, -0.37644, 0.90138], [-6.29608, 0.67832, -0.50933], [-3.84872, -0.86469, 0.44897], [-3.92629, 0.07414, -1.04506], [-4.46344, 1.19518, 1.73757], [-4.38148, 2.12834, 0.24465], [-2.07353, 0.53844, 1.44096], [-2.31891, 2.27115, 1.66601], [-1.76220, 0.86818, -0.98145], [-2.21478, 2.56173, -0.83446], [0.20014, 2.35159, -1.05558], [-0.22803, 3.03793, 0.51106], [0.19046, 0.86438, 1.61078], [1.60181, 1.45430, 0.72926], [-0.30895, -0.72063, -0.23747], [1.06924, -0.06943, -1.16686], [5.30130, 1.08171, -1.06110], [6.94786, -1.68344, 0.85765], [9.23194, -0.55828, 1.16342], [9.24107, -1.55368, -0.29753], [9.80432, 0.12653, -0.36947]],
  "atomic_forces_ev_per_a": [[-0.06, 0.16, -0.19], [-0.06, 0.03, 0.24], [0.17, -0.15, -0.32], [-0.32, 0.28, 0.18], [0.27, -0.26, 0.04], [-0.21, 0.14, -0.28], [0.16, 0.08, 0.27], [-0.06, -0.16, 0.01], [-0.06, 0.20, -0.15], [0.40, -0.16, 0.38], [-0.58, -0.18, 0.02], [0.52, 0.66, -0.46], [-0.63, 0.10, -0.10], [0.44, -0.40, 0.26], [-0.68, 0.42, -0.29], [0.04, -0.22, 0.15], [0.23, -0.34, 0.23], [0.08, 0.20, -0.14], [-0.03, 0.24, -0.17], [0.42, -0.27, 0.21], [0.12, -0.08, 0.05], [-0.02, -0.06, 0.13], [0.01, -0.13, 0.00], [-0.06, 0.04, -0.07], [0.01, 0.00, -0.10], [-0.06, 0.05, 0.07], [-0.03, 0.06, 0.07], [0.11, -0.08, -0.03], [0.07, -0.08, -0.07], [-0.09, 0.05, 0.00], [-0.07, 0.06, 0.02], [0.06, -0.03, 0.13], [0.09, -0.02, 0.08], [-0.07, -0.02, -0.12], [-0.07, -0.04, -0.09], [0.06, 0.10, -0.01], [0.02, 0.08, -0.05], [0.04, -0.02, 0.05], [-0.06, -0.05, 0.09], [-0.02, -0.05, -0.09], [-0.12, -0.01, -0.08], [-0.04, -0.15, 0.11], [0.04, 0.11, -0.08], [0.03, -0.03, 0.08], [0.03, -0.09, 0.00], [-0.03, 0.00, 0.00]]
}